one.
# C8H19NO

A 3-piece molecular cluster, C8H19NO overall (ωB97M-V with the def2-TZVPD basis set, the OMol25 dataset).

Structure (XYZ):
```
29
Properties=species:S:1:pos:R:3
C 1.678 -0.602 -2.003
C 2.279 0.246 -3.071
N 1.633 -0.368 -0.763
C -1.219 -0.069 -2.569
C -1.019 1.225 -2.406
H 1.312 -1.577 -2.313
H 2.000 0.543 -0.486
H 0.221 -1.065 -0.007
H -1.428 -0.484 -3.544
H 1.549 0.401 -3.863
H 3.135 -0.270 -3.510
H 2.598 1.210 -2.684
H -0.812 1.647 -1.435
H -1.027 1.924 -3.228
C -0.380 0.058 2.227
C -1.313 -0.529 1.161
C 0.185 -1.054 3.106
C -1.115 1.101 3.065
O -0.680 -1.441 0.306
H -1.224 -0.754 -1.712
H 0.453 0.545 1.705
H -1.757 0.296 0.579
H -2.133 -1.071 1.645
H 0.934 -0.662 3.793
H -0.610 -1.512 3.692
H 0.641 -1.824 2.489
H -0.448 1.534 3.807
H -1.497 1.905 2.437
H -1.957 0.646 3.583
```

Results
multiplicity = 1
SMILES = [H]/N=C\C.CC(C)CO.C=C
highest occupied orbital energy = -9.356 eV
gap between HOMO and LUMO = 10.273 eV



two.
# C8H19NO

A 2-piece molecular cluster, C8H19NO overall (ωB97M-V with the def2-TZVPD basis set, the OMol25 dataset).

Structure (XYZ):
```
29
Properties=species:S:1:pos:R:3
C 0.066 -0.929 -2.499
C 1.005 0.106 -3.008
C 0.468 -1.533 -1.116
H 0.164 -1.720 -3.147
H -0.893 -0.757 -2.663
H 0.598 1.204 -2.700
H 2.099 -0.058 -2.934
H -0.308 -2.137 -0.654
H 1.014 0.205 -4.157
H 0.937 -0.803 -0.469
H 1.042 -2.405 -1.356
C -1.366 0.667 2.509
C -2.509 -0.312 2.591
C -0.735 0.737 -0.012
C 2.213 0.788 0.625
C 1.003 0.721 1.627
O 1.367 0.893 2.834
N -0.410 0.687 1.405
H -1.460 1.719 2.685
H -0.611 0.116 3.289
H -2.217 -1.116 2.120
H -3.216 -0.365 1.824
H -1.152 1.870 -0.125
H 2.497 1.743 0.250
H -2.832 -0.544 3.703
H 0.028 0.766 -0.701
H -1.653 0.036 -0.046
H 2.997 -0.027 0.555
H 1.867 0.447 -0.429
```

Results
multiplicity = 1
SMILES = CCN(C)C(C)=O.CCC
highest occupied orbital energy = -8.713 eV
gap between HOMO and LUMO = 9.476 eV



Quick one: most stable of them? one



one.
# CH9N3P

A 2-piece molecular cluster, CH9N3P overall (ωB97M-V with the def2-TZVPD basis set, the OMol25 dataset).

Structure (XYZ):
```
14
Properties=species:S:1:pos:R:3
C 2.090 0.603 -0.207
N 3.108 1.399 0.030
N 0.828 0.748 0.191
N -2.528 -1.627 0.796
P -2.288 -0.427 -0.409
H 3.141 2.275 0.447
H 3.937 0.887 -0.176
H 0.072 0.130 -0.028
H 0.647 1.415 0.959
H 2.418 -0.147 -0.902
H -3.458 -2.158 0.908
H -1.872 -2.376 0.457
H -3.610 0.296 -0.486
H -2.486 -1.017 -1.580
```

Results
total charge = +1
multiplicity = 1
highest occupied orbital energy = -12.579 eV
gap between HOMO and LUMO = 8.821 eV



two.
# CH9N3P

A 2-piece molecular cluster, CH9N3P overall (ωB97M-V with the def2-TZVPD basis set, the OMol25 dataset).

Structure (XYZ):
```
14
Properties=species:S:1:pos:R:3
C 2.755 0.127 0.126
N 1.843 -0.745 -0.025
N -0.155 1.187 0.209
N -2.736 -0.425 0.196
P -0.050 -0.434 0.286
H 2.513 1.197 0.225
H -0.361 1.498 -0.715
H 2.123 -1.763 -0.029
H -0.381 1.887 0.937
H -3.730 -0.162 0.399
H -2.697 -0.231 -0.793
H -2.787 -1.506 0.263
H 3.818 -0.083 0.109
H -0.153 -0.545 -1.188
```

Results
total charge = +1
multiplicity = 1
highest occupied orbital energy = -13.980 eV
gap between HOMO and LUMO = 9.757 eV



Quick one: most stable of them? two



one.
# C20H22N2O6S

C20H22N2O6S as an isolated structure (ωB97M-V with the def2-TZVPD basis set, the OMol25 dataset).

Structure (XYZ):
```
51
Properties=species:S:1:pos:R:3
O 2.666 1.991 -1.982
C 2.440 1.617 -0.959
N 3.249 1.833 0.101
H 2.882 1.262 0.964
C 4.480 2.040 -0.128
C 5.389 1.010 0.271
C 6.245 0.979 1.447
C 7.223 0.091 1.364
C 7.162 -0.947 0.499
C 6.354 -1.037 -0.484
C 5.365 0.228 -0.666
H 4.635 0.113 -1.618
O 6.522 -2.318 -1.314
C 7.568 -2.748 -0.527
O 7.973 -2.121 0.434
H 8.315 -2.998 -1.141
H 7.223 -3.989 -0.191
H 7.902 0.029 2.390
H 6.438 2.047 1.903
H 4.590 3.054 0.882
H 4.504 2.636 -1.071
C 0.824 1.120 -0.525
C 0.257 1.339 0.575
C -1.052 0.714 0.876
C -1.551 0.075 -0.548
C -0.810 -0.272 -1.515
C 0.363 0.089 -1.696
H 0.925 0.312 -2.656
H -1.446 -0.933 -2.153
S -3.152 -0.810 -0.004
O -3.404 -0.845 1.282
O -3.380 -1.921 -1.078
N -4.073 0.553 -0.611
H -4.559 0.136 -1.536
C -5.105 1.031 0.271
H -4.741 0.999 1.312
H -4.976 2.194 0.018
C -6.533 0.656 0.221
H -7.124 1.542 -0.385
C -7.311 0.068 1.239
H -8.200 -0.101 1.192
H -7.060 0.459 2.336
C -6.786 -1.534 1.005
H -5.738 -1.732 1.424
C -6.737 -1.575 -0.620
H -7.389 -2.158 -0.960
O -6.465 -0.426 -1.047
H -5.634 -2.363 -0.840
H -7.315 -2.138 1.328
H -1.669 0.861 1.671
H 0.719 1.887 1.249
```

Results
multiplicity = 1
highest occupied orbital energy = -8.382 eV
gap between HOMO and LUMO = 7.798 eV



two.
# C20H22N2O6S

One molecule with the formula C20H22N2O6S (ωB97M-V with the def2-TZVPD basis set, the OMol25 dataset).

Structure (XYZ):
```
51
Properties=species:S:1:pos:R:3
O -1.831 -0.273 -3.025
C -1.457 0.033 -1.910
N -2.130 0.903 -1.122
H -1.784 1.110 -0.199
C -3.427 1.435 -1.484
C -4.515 0.845 -0.624
C -5.265 1.639 0.227
C -6.263 1.106 1.043
C -6.466 -0.249 0.975
C -5.708 -1.058 0.124
C -4.730 -0.537 -0.684
H -4.152 -1.161 -1.345
O -6.114 -2.358 0.255
C -7.160 -2.345 1.203
O -7.365 -1.024 1.657
H -6.894 -2.991 2.055
H -8.085 -2.722 0.737
H -6.849 1.727 1.699
H -5.083 2.703 0.259
H -3.580 1.162 -2.533
H -3.413 2.525 -1.393
C -0.186 -0.494 -1.320
C -0.045 -0.760 0.039
C 1.152 -1.257 0.525
C 2.197 -1.479 -0.349
C 2.066 -1.255 -1.704
C 0.869 -0.762 -2.189
H 0.726 -0.577 -3.243
H 2.899 -1.462 -2.355
S 3.720 -2.167 0.276
O 3.756 -3.551 -0.105
O 3.874 -1.854 1.671
N 4.927 -1.425 -0.635
H 5.554 -2.147 -0.955
C 5.591 -0.302 -0.005
H 5.698 -0.489 1.071
H 6.577 -0.164 -0.451
C 4.754 0.970 -0.214
H 4.657 1.151 -1.290
C 5.363 2.169 0.548
H 5.533 3.014 -0.117
H 6.315 1.886 0.994
C 4.319 2.498 1.624
H 4.763 2.672 2.600
C 3.417 1.260 1.614
H 2.378 1.475 1.864
O 3.439 0.803 0.275
H 3.795 0.479 2.285
H 3.743 3.378 1.338
H 1.295 -1.468 1.572
H -0.873 -0.611 0.719
```

Results
multiplicity = 1
SMILES = O=C(NCc1ccc2c(c1)OCO2)c1ccc(S(=O)(=O)NC[C@@H]2CCCO2)cc1
highest occupied orbital energy = -8.226 eV
gap between HOMO and LUMO = 8.697 eV



three.
# C20H22N2O6S

One molecule with the formula C20H22N2O6S (ωB97M-V with the def2-TZVPD basis set, the OMol25 dataset).

Structure (XYZ):
```
51
Properties=species:S:1:pos:R:3
O 2.678 3.053 -1.374
C 2.728 1.892 -1.234
N 1.726 0.876 -0.969
C 0.465 1.119 -0.971
C -0.140 2.425 -1.384
C -1.389 2.476 -1.103
C -2.057 1.420 -0.706
C -1.660 0.004 -0.647
C -0.249 -0.111 -0.717
H 0.200 -0.941 -0.472
H -2.236 -0.973 -0.225
S -3.976 1.237 -0.721
O -4.460 2.841 -1.196
O -4.617 0.203 -1.233
N -4.229 1.122 0.890
C -3.688 2.353 1.861
C -3.682 2.105 3.247
C -4.964 1.425 3.780
C -5.585 0.111 2.872
C -5.432 0.617 1.513
H -5.703 -0.239 0.637
H -6.126 1.323 1.413
H -4.709 -0.699 3.054
H -6.309 -0.211 3.307
H -5.087 0.823 4.638
H -5.891 2.148 3.705
H -2.895 1.346 3.303
H -3.514 2.674 3.887
H -2.717 2.687 1.464
H -4.527 3.194 1.700
H -2.041 3.226 -1.281
H 0.485 3.138 -1.563
H 2.199 -0.055 -0.814
C 4.319 1.337 -1.347
H 4.775 1.463 -2.287
H 4.802 1.614 -0.393
O 4.205 -0.197 -1.115
C 4.990 -0.910 -1.617
O 5.428 -0.605 -2.851
C 4.940 -2.506 -1.359
C 4.233 -2.631 -0.134
C 4.367 -4.144 0.294
C 4.829 -5.054 -0.767
C 5.409 -4.586 -1.978
C 5.445 -3.471 -2.379
O 5.859 -2.953 -3.464
H 5.937 -1.951 -3.589
H 5.686 -5.247 -2.584
H 4.591 -6.212 -0.519
H 3.824 -4.487 1.055
H 3.762 -2.067 0.369
```

Results
multiplicity = 1
SMILES = O=C(COC(=O)c1ccccc1O)Nc1ccc(S(=O)(=O)N2CCCCC2)cc1
highest occupied orbital energy = -8.646 eV
gap between HOMO and LUMO = 8.411 eV



Quick one: most stable of them? two